An isolated molecule of C2H3BrCl2Si, computed with ωB97M-V/def2-TZVPD.

XYZ file:
```
9
Properties=species:S:1:pos:R:3:nbo_charge:R:1
C 1.67240 0.07748 -0.13889 -0.30
C 0.48407 0.53385 0.22860 -0.71
Si -1.10670 -0.44050 0.01800 1.43
Cl -1.33084 -1.33070 -1.75835 -0.32
Cl -1.59636 -1.63492 1.54486 -0.32
Br -2.90402 1.51365 0.03336 -0.44
H 2.57226 0.65720 -0.00973 0.21
H 1.80234 -0.89552 -0.58821 0.20
H 0.40685 1.51946 0.67036 0.25
```

Properties
Multiplicity: 1
Structure (SMILES): C=C[Si](Cl)(Cl)Br
DFT total energy (eV): -105090.55025
Energy relative to the best compared isomer or geometry (same formula, charge and spin) (kcal/mol): 10.9
LUMO energy (eV): 0.00
Total charge: 0


A cluster of 6 separate species, C28H48F2NO12S5 in total, computed with ωB97M-V/def2-TZVPD.

XYZ file:
```
96
Properties=species:S:1:pos:R:3:mulliken_charge:R:1
O -1.62286 -1.75968 -0.47443 -0.35
C -2.03409 -1.39781 0.55687 0.41
O -1.19612 -1.12071 1.64424 -0.17
F -1.48873 -2.19638 2.52198 -0.13
C -3.49435 -1.12589 0.77101 0.86
C -4.32545 -1.39894 -0.30553 -0.70
C -5.66445 -1.10635 -0.19070 -0.48
N -6.14311 -0.57244 0.94767 0.12
C -7.59966 -0.29177 1.03675 -0.76
C -8.38949 -1.59309 1.26226 -0.18
F -8.77726 -1.64504 2.57415 -0.28
C -5.36022 -0.32168 2.00822 -0.36
C -3.99945 -0.59914 1.94391 -0.94
H -3.93448 -1.81324 -1.21968 0.61
H -6.35651 -1.27769 -0.99600 0.53
H -7.91725 0.20881 0.13178 0.48
H -7.76801 0.31750 1.91413 0.33
H -9.24706 -1.65195 0.59858 0.33
H -7.75648 -2.46020 1.07871 0.24
H -5.82972 0.08547 2.88632 0.49
H -3.39423 -0.36804 2.80483 0.84
C -4.77291 -3.26975 7.22090 -0.58
C -3.65489 -3.58270 6.21608 -0.77
C -3.96876 -2.81230 4.92584 -0.22
S -4.90511 -1.36499 5.43530 1.21
O -6.23648 -1.45642 4.87942 -0.64
O -4.11491 -0.17341 5.21948 -0.70
C -4.96673 -1.75661 7.17504 -0.85
H -4.52038 -3.60499 8.22456 0.38
H -5.69439 -3.77230 6.92011 0.29
H -2.69742 -3.24905 6.61942 0.33
H -3.57350 -4.65036 6.02166 0.36
H -3.07105 -2.48695 4.41109 0.04
H -4.59799 -3.39137 4.25100 0.42
H -5.91602 -1.42051 7.58545 0.43
H -4.14231 -1.23191 7.65683 0.36
C -0.54824 -0.65275 -4.51138 -0.53
C -0.92596 0.42986 -5.52973 -0.35
C -2.42419 0.26885 -5.84261 -0.82
S -3.15584 -0.44918 -4.36936 1.23
O -3.65274 -1.77072 -4.67225 -0.70
O -4.00784 0.51598 -3.70763 -0.71
C -1.63686 -0.61507 -3.44983 -0.42
H 0.43535 -0.48187 -4.07647 0.05
H -0.53614 -1.63148 -4.99678 0.38
H -0.73527 1.40717 -5.09110 0.06
H -0.32772 0.35660 -6.43635 0.50
H -2.91091 1.21950 -6.04493 0.41
H -2.60244 -0.42071 -6.66573 0.36
H -1.68763 -1.51193 -2.83987 0.44
H -1.54061 0.26717 -2.81617 0.23
C 1.26680 5.07502 -1.64492 -0.76
C 0.21437 5.82394 -2.47474 -0.63
C 0.53250 5.57302 -3.95478 -0.68
S 1.35654 3.97704 -4.01992 1.12
O 2.71211 4.16967 -4.46576 -0.68
O 0.48986 3.01161 -4.65595 -0.69
C 1.36855 3.68123 -2.25763 -0.31
H 0.99370 5.02652 -0.59223 0.38
H 2.22934 5.58488 -1.72011 0.33
H -0.77834 5.43386 -2.24069 0.28
H 0.20730 6.88974 -2.25310 0.34
H -0.36215 5.53057 -4.57047 0.35
H 1.22260 6.31298 -4.35479 0.35
H 2.27434 3.14665 -1.98106 0.20
H 0.49365 3.07806 -2.01735 0.27
C 5.89573 -0.78779 -2.10634 -0.52
C 5.55560 0.32434 -3.10585 -0.78
C 4.06129 0.20820 -3.43233 -0.35
S 3.29306 -0.52151 -1.98200 1.15
O 2.77313 -1.81991 -2.33520 -0.71
O 2.46785 0.46899 -1.32551 -0.62
C 4.80052 -0.74016 -1.04315 -0.67
H 6.88018 -0.64536 -1.66823 0.31
H 5.88321 -1.75810 -2.60924 0.32
H 5.76194 1.29549 -2.65227 0.28
H 6.15692 0.25171 -4.00994 0.38
H 3.60237 1.17584 -3.62537 0.13
H 3.88331 -0.45999 -4.27270 0.38
H 4.72622 -1.64908 -0.45013 0.40
H 4.91259 0.13012 -0.39389 0.29
C 8.05569 -1.54404 2.69612 -0.75
C 8.65745 -0.37071 3.48047 -0.65
C 8.87770 0.77857 2.48867 -0.68
S 7.64380 0.57072 1.19879 1.23
O 8.31886 0.27632 -0.04076 -0.67
O 6.66446 1.62508 1.27826 -0.69
C 6.94120 -0.94684 1.84268 -0.39
H 7.67654 -2.32165 3.35703 0.39
H 8.81717 -1.99044 2.05337 0.32
H 7.96030 -0.05707 4.25973 0.30
H 9.59001 -0.64783 3.96848 0.34
H 8.74034 1.75475 2.94599 0.35
H 9.85627 0.72479 2.01600 0.36
H 6.63751 -1.58277 1.01561 0.16
H 6.07638 -0.67596 2.44812 0.41
```

Properties
Multiplicity: 1
DFT total energy (eV): -115474.62242
LUMO energy (eV): -4.74
Total charge: +1


An isolated molecule of C5H8N2, computed with ωB97M-V/def2-TZVPD.

XYZ file:
```
15
Properties=species:S:1:pos:R:3:nbo_charge:R:1
C -1.32144 -1.27951 0.41189 -0.41
N -0.09598 -0.55242 0.19393 -0.33
C 1.17219 -1.05739 0.34114 -0.06
C 2.04635 -0.03960 0.06581 -0.36
C 1.28391 1.09270 -0.34321 -0.33
C -0.03063 0.75641 -0.22765 0.28
N -1.21434 1.45509 -0.51220 -0.83
H -2.07911 -0.91567 -0.28670 0.23
H -1.14758 -2.34208 0.22591 0.21
H -1.68861 -1.15691 1.43556 0.19
H 1.32905 -2.08044 0.65798 0.21
H 2.81889 0.06335 -0.68047 0.24
H 1.69561 2.05689 -0.63364 0.21
H -1.76114 1.66234 0.31762 0.37
H -1.00717 2.33723 -0.96599 0.38
```

Properties
Multiplicity: 1
Structure (SMILES): Cn1cccc1N
DFT total energy (eV): -8293.58861
Energy relative to the best compared isomer or geometry (same formula, charge and spin) (kcal/mol): 32.5
LUMO energy (eV): 0.94
Total charge: 0


An isolated molecule of C19H20O3Si, computed with ωB97M-V/def2-TZVPD.

XYZ file:
```
43
Properties=species:S:1:pos:R:3:nbo_charge:R:1
C 2.92499 -0.50648 2.11575 -1.17
Si 2.81053 1.03488 1.01161 1.88
C 1.55179 2.21243 1.85784 -1.13
C 4.48361 1.94625 1.00885 -1.14
O 2.35314 0.72906 -0.60891 -0.88
C 3.27223 -0.11987 -1.30922 -0.07
C 2.64060 -1.59097 -1.41885 -0.46
C 1.09287 -1.38212 -1.62986 0.05
C 0.57440 -1.05160 -2.94771 -0.23
C -0.86138 -0.85218 -3.10695 -0.18
C -1.71153 -0.95025 -1.92478 -0.06
C -1.16961 -1.27686 -0.59136 -0.13
C 0.25323 -1.50848 -0.42396 -0.18
C -2.06159 -1.36327 0.68497 0.57
O -1.71814 -2.02540 1.63591 -0.52
C -3.36720 -0.50920 0.63472 -0.13
C -3.94988 -0.06683 1.89362 -0.17
C -5.19141 0.70344 1.81224 -0.20
C -5.74944 1.01609 0.49566 -0.20
C -5.13306 0.58724 -0.76066 -0.18
C -3.91277 -0.21670 -0.68336 -0.11
C -3.24520 -0.72888 -2.00441 0.54
O -3.90004 -0.96225 -2.99326 -0.52
H 3.26724 -0.14839 3.13289 0.25
H 1.92240 -0.98910 2.29910 0.24
H 3.67954 -1.26516 1.78282 0.24
H 1.94170 2.39403 2.89419 0.24
H 1.43123 3.16727 1.28259 0.25
H 0.56466 1.68930 1.97806 0.24
H 4.79039 2.08285 2.08292 0.24
H 4.32210 2.93154 0.49378 0.24
H 5.25186 1.32341 0.47838 0.23
H 4.31054 -0.12770 -0.88986 0.18
H 3.32460 0.26123 -2.37174 0.18
H 2.85026 -2.17089 -0.48617 0.22
H 3.04185 -2.11282 -2.32533 0.22
H 1.29758 -0.96693 -3.78915 0.22
H -1.29441 -0.62749 -4.11091 0.24
H 0.74219 -1.75579 0.54840 0.24
H -3.50046 -0.28417 2.88845 0.24
H -5.71005 1.05138 2.73165 0.23
H -6.69586 1.60068 0.40322 0.22
H -5.52348 0.82872 -1.77117 0.24
```

Properties
Multiplicity: 1
Structure (SMILES): C[Si](C)(C)OCCc1ccc2c(c1)C(=O)c1ccccc1C2=O
DFT total energy (eV): -34047.61447
LUMO energy (eV): -0.69
Total charge: 0


A cluster of 2 separate species, C2H5N3Si in total, computed with ωB97M-V/def2-TZVPD.

XYZ file:
```
11
Properties=species:S:1:pos:R:3:nbo_charge:R:1
C -2.06457 0.17889 0.16351 0.15
C -0.57916 -1.24536 0.58771 0.19
N -1.88001 -1.13217 0.43186 -0.49
N -1.00470 0.88008 0.21217 -0.29
N -0.03698 -0.03652 0.46442 -0.58
Si 1.62951 0.50888 0.47223 0.99
H -3.01840 0.62741 -0.13228 0.20
H -0.00390 -2.18566 0.66845 0.21
H 2.24177 0.29202 -0.73300 -0.21
H 3.30776 0.21546 -3.00588 0.00
H 1.40868 1.89697 0.87082 -0.17
```

Properties
Multiplicity: 1
DFT total energy (eV): -14498.06779
Energy relative to the best compared isomer or geometry (same formula, charge and spin) (kcal/mol): 101.5
LUMO energy (spin up / spin down) (eV): -1.37 / 0.31
Total charge: 0


A cluster of 2 separate species, C2H8NOS in total, computed with ωB97M-V/def2-TZVPD.

XYZ file:
```
13
Properties=species:S:1:pos:R:3:nbo_charge:R:1
C 1.42537 0.19804 1.77483 -0.73
S 1.58037 -0.57041 0.11055 -0.72
H 2.41314 0.42283 2.15731 0.18
H 0.90968 -0.41748 2.50938 0.17
H 0.90382 1.16217 1.69247 0.17
N -1.69606 -0.77352 -0.67292 -0.89
C -1.88244 0.63813 -0.50373 0.09
O -0.95262 1.41451 -1.25036 -0.78
H -0.79833 -0.93909 -0.19748 0.40
H -1.55813 -0.94504 -1.66102 0.34
H -1.77497 0.86844 0.56241 0.14
H -2.87999 0.95738 -0.81152 0.13
H -0.07130 1.10977 -0.95492 0.50
```

Properties
Multiplicity: 1
DFT total energy (eV): -16577.54884
Energy relative to the best compared isomer or geometry (same formula, charge and spin) (kcal/mol): 6.5
LUMO energy (eV): 4.23
Total charge: -1